(1)
63
Properties=species:S:1:pos:R:3:mulliken_charge:R:1 method="wB97M-V/def2-TZVPD" total_energy_ha=-3161.489874 fmax_ev_per_a=3.2 multiplicity=2 s_squared=0.75 e_above_lowest_kj_mol=482.7 homo_ev="-7.0 / -6.9" homo_lumo_gap_ha="0.2242 / 0.1060"
Ti -1.1941 -15.2175 10.5050 0.284
C -3.5472 -18.7894 13.1370 -1.250
Si -3.3627 -16.9116 12.9365 0.271
C -3.2783 -15.8843 14.5883 -1.024
C -4.7749 -16.4058 11.8049 -1.008
N -1.8442 -16.5134 11.9579 -0.044
C -2.0707 -16.5002 9.2767 -0.369
C -2.6615 -17.6140 8.7418 -0.755
C -1.9020 -18.2622 7.7340 -0.501
C -0.6823 -17.7437 7.2631 -0.557
C -0.2180 -16.5186 7.6978 -0.224
C -0.8869 -16.0093 8.7753 1.061
O 0.6054 -15.0215 10.9530 -0.307
C 1.5278 -14.2685 10.3372 0.545
C 2.8737 -14.2749 10.9083 -0.647
C 3.9760 -13.7360 10.2334 -0.352
C 3.7842 -13.0566 9.0469 -0.613
C 2.4813 -12.9538 8.5370 -0.905
C 1.3645 -13.6059 9.0909 -0.053
H -4.3039 -18.9597 13.9174 0.360
H -2.6393 -19.3461 13.4368 0.357
H -3.9501 -19.2390 12.2341 0.352
H -4.0903 -15.1491 14.6046 0.309
H -2.3218 -15.3182 14.6662 0.135
H -3.3314 -16.5706 15.4316 0.385
H -5.4345 -17.2335 11.5777 0.368
H -4.3665 -16.0482 10.8628 0.221
H -5.3857 -15.5980 12.2656 0.331
H -3.6624 -17.8932 9.0330 0.440
H -2.2745 -19.2049 7.3600 0.379
H -0.1105 -18.3898 6.5796 0.313
H 0.6125 -15.9664 7.2980 0.480
H 2.9808 -14.8046 11.8413 0.426
H 4.9689 -13.8903 10.6623 0.369
H 4.6328 -12.5679 8.5610 0.368
H 2.2729 -12.3849 7.6386 0.380
H 0.4243 -13.5715 8.5157 0.541
N -1.1011 -17.5958 11.8913 -0.093
C -0.5669 -18.6220 12.0408 0.882
C 0.3371 -19.6132 11.7918 -0.031
C 0.7563 -20.6083 12.7098 -0.003
N 1.2118 -21.3849 13.4585 -0.534
C 1.0285 -19.5784 10.5628 0.143
N 1.7412 -19.7273 9.6359 -0.545
C -3.9464 -10.9507 13.4266 -0.998
C -3.8179 -11.8029 12.2028 0.192
O -2.7929 -11.2854 11.2523 -0.485
P -1.3948 -12.1483 11.2200 0.429
O -1.7315 -13.3882 10.4087 -0.425
Te -0.5611 -12.7391 13.4205 0.137
O -0.3942 -11.2203 10.4494 -0.089
C -0.5373 -10.0480 9.5649 -0.189
C -0.2688 -8.7255 10.2538 -1.225
H -4.8499 -11.2938 13.9799 0.380
H -4.0676 -9.8793 13.2449 0.308
H -3.0948 -11.1177 14.1177 0.129
H -4.7291 -11.8563 11.6012 0.360
H -3.5136 -12.8228 12.4414 -0.136
H -1.5567 -10.1444 9.1975 0.339
H 0.1503 -10.2421 8.7539 0.318
H -0.7647 -8.5801 11.1747 0.346
H -0.6059 -7.9454 9.5709 0.382
H 0.7845 -8.5540 10.3855 0.342

=====

(2)
38
Properties=species:S:1:pos:R:3:mulliken_charge:R:1 method="wB97M-V/def2-TZVPD" total_energy_ha=-1403.077859 fmax_ev_per_a=1.5 e_above_lowest_kj_mol=39.4 homo_ev=-8.5 homo_lumo_gap_ha=0.3141
C 3.5215 2.6070 -3.2181 -0.812
C 2.3276 2.1086 -2.9629 0.036
C 1.2797 2.8346 -2.1724 -1.136
N 1.0325 2.1587 -0.9025 0.027
C 1.5808 2.6533 0.2634 0.667
O 2.2390 3.6724 0.2683 -0.696
C 1.2934 1.8655 1.4785 -0.016
C 1.8116 2.3117 2.6932 -0.583
C 1.5735 1.6117 3.8570 -0.662
C 0.8113 0.4515 3.8208 -0.773
C 0.2868 -0.0111 2.6297 -0.674
C 0.5259 0.6924 1.4540 1.248
N 0.0367 0.2954 0.2205 0.288
C -0.7331 -0.7485 -0.2550 0.478
S -1.3844 -2.0361 0.7061 -0.457
C -2.1320 -3.0537 -0.6299 0.281
C -3.4236 -2.4335 -1.1394 -1.213
C -2.3708 -4.4621 -0.0937 0.349
N -3.0494 -4.5094 1.0727 -0.347
O -2.0212 -5.4479 -0.6961 -0.621
N -0.9025 -0.6369 -1.5400 -0.379
N -0.2586 0.4649 -1.9674 -0.842
C 0.2972 1.0182 -0.9278 0.639
H 4.2564 2.0612 -3.7848 0.273
H 3.8100 3.5864 -2.8734 0.265
H 2.0378 1.1234 -3.3003 0.326
H 0.3367 2.8497 -2.7251 0.326
H 1.6063 3.8473 -1.9287 0.511
H 2.3995 3.2167 2.6849 0.480
H 1.9779 1.9638 4.7931 0.407
H 0.6228 -0.0997 4.7292 0.428
H -0.3037 -0.9127 2.6058 0.302
H -1.3908 -3.0949 -1.4293 0.424
H -3.2081 -1.4716 -1.5979 0.412
H -3.8590 -3.0879 -1.8917 0.350
H -4.1413 -2.2990 -0.3324 0.275
H -3.2240 -5.4080 1.4911 0.240
H -3.2621 -3.6816 1.6006 0.178